Computed, not measured: 2 unconnected molecules or ions with the total composition C4H12 in a non-equilibrium geometry, with ωB97M-V with the def2-TZVPD basis set.

Last column: Mulliken charge in e.
Positions of all 16 atoms, in Å:
C -0.58374 -0.83163 -1.10710  -0.518
C -0.55745 -2.36792 -1.25640  -0.904
H 0.53262 -0.52158 -0.93086  0.157
H -0.77177 -0.07500 -1.91906  0.362
H -1.13572 -0.36773 -0.22021  0.073
H -1.37412 -2.75438 -1.75839  0.318
H -0.56327 -2.68013 -0.17496  0.240
H 0.38815 -2.74458 -1.80636  0.245
C -0.09549 1.34899 1.54198  -0.432
C 1.17240 1.65737 0.79872  -1.058
H -0.85137 0.87747 0.77617  0.036
H 0.01640 0.56132 2.28441  0.282
H -0.67041 2.32480 2.00160  0.259
H 1.21610 1.52140 -0.21804  0.327
H 1.97029 1.35441 1.40158  0.276
H 1.30738 2.69718 0.58692  0.338

The calculation puts the orbital gap at 11.91 eV. The net charge is 0. The energy relative to the best compared isomer or geometry (same formula, charge and spin) is 43.2 kcal/mol. As for the maximum force: 4.15 eV/A. Its molar mass is 60.14 g/mol. As for the SMILES: CC.CC.

Computed, not measured: 2 unconnected molecules or ions with the total composition C4H12 in a non-equilibrium geometry, with ωB97M-V with the def2-TZVPD basis set.

Last column: Mulliken charge in e.
Positions of all 16 atoms, in Å:
C 1.18166 1.82207 0.32673  -0.738
C 1.73443 0.59009 1.09701  -0.699
H 1.89380 2.12115 -0.44468  0.281
H 0.26092 1.57607 -0.18443  0.180
H 1.06825 2.67653 0.98565  0.269
H 1.38430 0.62245 2.12144  0.260
H 2.81781 0.61713 1.04613  0.331
H 1.32716 -0.32641 0.66833  0.119
C -1.54071 -1.12740 -1.45445  -0.867
C -1.40096 -1.28673 0.06809  -0.706
H -2.20942 -1.87871 -1.87504  0.339
H -1.91877 -0.15753 -1.75439  0.268
H -0.56451 -1.25301 -1.94297  0.251
H -1.19250 -0.32524 0.52764  0.147
H -0.56224 -1.93420 0.28637  0.231
H -2.27922 -1.73625 0.52858  0.334

The calculation puts the orbital gap at 13.05 eV. The net charge is 0. The energy relative to the best compared isomer or geometry (same formula, charge and spin) is 4.0 kcal/mol. As for the maximum force: 1.16 eV/A. Its molar mass is 60.14 g/mol. As for the SMILES: CC.CC.

Computed, not measured: 2 unconnected molecules or ions with the total composition C4H12 in a non-equilibrium geometry, with ωB97M-V with the def2-TZVPD basis set.

Last column: Mulliken charge in e.
Positions of all 16 atoms, in Å:
C -1.63332 1.29703 -2.42471  -1.004
C -1.58133 0.96580 -0.88037  -0.517
H -2.11726 2.17210 -2.28584  0.321
H -0.73341 0.96005 -2.78888  0.386
H -2.37632 0.66825 -2.92275  0.245
H -0.51669 0.97983 -0.48731  0.022
H -1.90844 -0.09048 -0.79807  0.243
H -2.11582 1.74448 -0.39991  0.294
C 1.62670 -1.87202 1.82139  -0.994
C 1.61342 -0.32578 1.47243  -0.393
H 2.60039 -2.10147 2.06973  0.324
H 0.98525 -2.28350 2.59519  0.326
H 1.41862 -2.43446 0.92394  0.286
H 1.42446 0.38505 2.34782  0.263
H 2.52267 -0.15964 0.79460  0.253
H 0.66370 -0.23038 1.01900  -0.055

The calculation puts the orbital gap at 12.04 eV. The net charge is 0. The energy relative to the best compared isomer or geometry (same formula, charge and spin) is 41.2 kcal/mol. As for the maximum force: 4.74 eV/A. Its molar mass is 60.14 g/mol. As for the SMILES: CC.CC.

Computed, not measured: 2 unconnected molecules or ions with the total composition C4H12 in a non-equilibrium geometry, with ωB97M-V with the def2-TZVPD basis set.

Last column: Mulliken charge in e.
Positions of all 16 atoms, in Å:
C 0.13168 -1.90624 -0.73300  -0.390
C 1.28798 -2.07698 0.23605  -0.918
H -0.55706 -2.75633 -0.77005  0.342
H -0.50756 -1.05481 -0.57318  -0.151
H 0.50738 -1.79151 -1.75128  0.259
H 2.26600 -1.88388 -0.17044  0.299
H 1.16800 -1.47163 1.14252  0.282
H 1.26158 -3.05004 0.73726  0.322
C 0.05397 2.12819 0.21818  -0.810
C -1.46397 1.79253 0.28977  -0.718
H 0.65647 1.41090 -0.31991  0.212
H 0.14416 3.09292 -0.29282  0.298
H 0.49484 2.37334 1.18603  0.287
H -1.66055 0.79222 -0.09770  0.202
H -1.78460 1.97074 1.31245  0.230
H -1.99833 2.43059 -0.41387  0.254

The calculation puts the orbital gap at 12.66 eV. The net charge is 0. The energy relative to the best compared isomer or geometry (same formula, charge and spin) is 10.4 kcal/mol. As for the maximum force: 1.87 eV/A. Its molar mass is 60.14 g/mol. As for the SMILES: CC.CC.

Computed, not measured: 2 unconnected molecules or ions with the total composition C4H12 in a non-equilibrium geometry, with ωB97M-V with the def2-TZVPD basis set.

Last column: Mulliken charge in e.
Positions of all 16 atoms, in Å:
C -0.96935 1.28115 1.67175  -0.737
C -0.62516 -0.16681 2.11429  -0.857
H -0.20882 1.64546 0.99081  0.232
H -1.93866 1.25275 1.17070  0.234
H -1.14612 1.91376 2.54837  0.305
H -1.21390 -0.91467 1.57960  0.232
H -0.66425 -0.34623 3.19202  0.331
H 0.43573 -0.30385 1.89555  0.243
C 0.24166 -1.02940 -1.66095  -0.489
C 1.35196 -0.09786 -2.10720  -0.872
H 0.52579 -2.08767 -1.67500  0.298
H 0.00284 -0.85899 -0.61056  -0.058
H -0.68854 -0.99222 -2.22604  0.293
H 2.16735 -0.11650 -1.38739  0.267
H 1.01026 0.93547 -2.07374  0.262
H 1.76888 -0.32385 -3.09356  0.315

The calculation puts the orbital gap at 12.90 eV. The net charge is 0. The energy relative to the best compared isomer or geometry (same formula, charge and spin) is 5.8 kcal/mol. As for the maximum force: 1.56 eV/A. Its molar mass is 60.14 g/mol. As for the SMILES: CC.CC.

Computed, not measured: 2 unconnected molecules or ions with the total composition C4H12 in a non-equilibrium geometry, with ωB97M-V with the def2-TZVPD basis set.

Last column: Mulliken charge in e.
Positions of all 16 atoms, in Å:
C -1.64230 0.36553 0.78179  -0.812
C -1.56993 1.73648 0.09839  -0.832
H -2.68992 0.04877 0.79591  0.345
H -1.14371 -0.39151 0.20898  0.130
H -1.27886 0.41119 1.80651  0.251
H -2.26004 2.39596 0.61751  0.305
H -1.78025 1.72531 -0.97266  0.280
H -0.54222 2.10634 0.13133  0.263
C 2.23247 -1.26524 -0.87666  -1.051
C 1.02282 -0.82445 -0.03550  -0.888
H 2.29697 -0.49483 -1.64895  0.291
H 3.14426 -1.14901 -0.29795  0.305
H 2.11783 -2.27531 -1.24640  0.310
H 0.11510 -0.89298 -0.60671  0.367
H 0.83284 -1.59523 0.72634  0.369
H 1.14491 0.09900 0.51806  0.367

The calculation puts the orbital gap at 12.47 eV. The net charge is 0. The energy relative to the best compared isomer or geometry (same formula, charge and spin) is 12.1 kcal/mol. As for the maximum force: 2.29 eV/A. Its molar mass is 60.14 g/mol. As for the SMILES: CC.CC.

Computed, not measured: 2 unconnected molecules or ions with the total composition C4H12 in a non-equilibrium geometry, with ωB97M-V with the def2-TZVPD basis set.

Last column: Mulliken charge in e.
Positions of all 16 atoms, in Å:
C -0.96923 -1.36012 -0.48034  -0.359
C 0.42438 -1.93999 -0.08286  -0.881
H -0.90390 -0.28842 -0.43636  -0.282
H -1.06604 -1.51664 -1.55457  0.325
H -1.77761 -1.69745 0.17098  0.329
H 0.98191 -1.97519 -1.02404  0.247
H 0.37588 -2.91489 0.38720  0.321
H 0.86260 -1.31527 0.67779  0.239
C 0.31262 1.64891 1.03518  -0.789
C 0.15832 1.59637 -0.46105  -0.828
H -0.31545 2.44851 1.44668  0.292
H 0.18456 0.70966 1.58364  0.240
H 1.29047 1.97901 1.42161  0.290
H 0.43351 2.48563 -1.03065  0.381
H -0.82163 1.35613 -0.87291  0.283
H 0.82962 0.78376 -0.78029  0.190

The calculation puts the orbital gap at 12.40 eV. The net charge is 0. The energy relative to the best compared isomer or geometry (same formula, charge and spin) is 15.7 kcal/mol. As for the maximum force: 1.89 eV/A. Its molar mass is 60.14 g/mol. As for the SMILES: CC.CC.

Computed, not measured: 2 unconnected molecules or ions with the total composition C4H12, with ωB97M-V with the def2-TZVPD basis set.

Last column: Mulliken charge in e.
Positions of all 16 atoms, in Å:
C -1.61610 -0.94579 -1.70217  -0.833
C -0.12736 -1.29011 -1.80584  -0.763
H -2.03180 -1.18400 -0.71673  0.253
H -1.80132 0.11777 -1.87659  0.257
H -2.16677 -1.49374 -2.46530  0.328
H 0.45864 -1.14583 -0.89063  0.201
H 0.37584 -0.72469 -2.58890  0.245
H 0.01409 -2.34473 -2.03334  0.314
C 0.37240 1.21161 1.19444  -0.666
C 1.36170 1.06742 2.32901  -0.905
H -0.14783 0.26315 1.02470  0.122
H -0.40551 1.95744 1.38651  0.338
H 0.83681 1.46612 0.23611  0.274
H 0.90309 0.56983 3.18411  0.279
H 2.22002 0.45683 2.03083  0.276
H 1.75408 2.01873 2.69376  0.281

The calculation puts the orbital gap at 12.93 eV. The net charge is 0. The energy relative to the best compared isomer or geometry (same formula, charge and spin) is 1.8 kcal/mol. As for the maximum force: 0.69 eV/A. Its molar mass is 60.14 g/mol. As for the SMILES: CC.CC.

Computed, not measured: 2 unconnected molecules or ions with the total composition C4H12 in a non-equilibrium geometry, with ωB97M-V with the def2-TZVPD basis set.

Last column: Mulliken charge in e.
Positions of all 16 atoms, in Å:
C -1.84832 0.39583 1.46545  -0.924
C -1.73496 -0.57627 0.25916  -0.381
H -1.39535 1.36416 1.28256  0.282
H -2.87780 0.65174 1.68452  0.325
H -1.45863 -0.00285 2.40479  0.264
H -2.73330 -0.89365 -0.01801  0.326
H -1.22532 0.04201 -0.44922  -0.113
H -1.09044 -1.43210 0.42323  0.221
C 2.10357 -0.53351 -0.57478  -0.857
C 1.52584 0.71952 -1.18410  -0.725
H 3.15079 -0.71296 -0.75237  0.318
H 2.06168 -0.47339 0.52440  0.269
H 1.55482 -1.46956 -0.72247  0.269
H 0.44977 0.62960 -1.38472  0.139
H 1.51764 1.50122 -0.42388  0.244
H 1.85084 1.01643 -2.17930  0.343

The calculation puts the orbital gap at 12.62 eV. The net charge is 0. The energy relative to the best compared isomer or geometry (same formula, charge and spin) is 13.6 kcal/mol. As for the maximum force: 1.62 eV/A. Its molar mass is 60.14 g/mol. As for the SMILES: CC.CC.

Computed, not measured: 2 unconnected molecules or ions with the total composition C4H12 in a non-equilibrium geometry, with ωB97M-V with the def2-TZVPD basis set.

Last column: Mulliken charge in e.
Positions of all 16 atoms, in Å:
C 0.14474 2.64674 0.03102  -0.887
C 0.69120 1.44401 0.96895  -0.633
H -0.93347 2.41166 -0.07430  0.235
H 0.03860 3.60634 0.42489  0.391
H 0.61879 2.59701 -1.01460  0.244
H 0.76792 0.55899 0.29081  0.011
H -0.12468 1.30679 1.67850  0.259
H 1.50023 1.84814 1.55646  0.370
C -0.66239 -1.72780 0.17184  -0.547
C -0.10084 -2.39518 -1.13206  -0.822
H 0.11340 -1.69632 0.99363  0.253
H -0.86215 -0.52248 -0.00497  0.021
H -1.56531 -2.35365 0.48128  0.307
H -0.64069 -2.16671 -2.04751  0.293
H 0.06848 -3.52899 -0.96549  0.255
H 0.94618 -2.02854 -1.35845  0.249

The calculation puts the orbital gap at 12.64 eV. The net charge is 0. The energy relative to the best compared isomer or geometry (same formula, charge and spin) is 29.5 kcal/mol. As for the maximum force: 3.81 eV/A. Its molar mass is 60.14 g/mol. As for the SMILES: CC.CC.

Computed, not measured: 2 unconnected molecules or ions with the total composition C4H12 in a non-equilibrium geometry, with ωB97M-V with the def2-TZVPD basis set.

Last column: Mulliken charge in e.
Positions of all 16 atoms, in Å:
C 2.18108 0.31103 1.07189  -0.631
C 1.06945 0.27225 2.16769  -0.748
H 2.55270 1.31627 0.92687  0.274
H 2.93661 -0.38979 1.45662  0.238
H 1.81032 -0.17838 0.17431  0.112
H 1.29174 -0.18223 3.11622  0.318
H 0.09530 0.05876 1.77627  0.185
H 0.96519 1.33528 2.35599  0.243
C -2.15859 -0.14030 -1.09907  -0.573
C -1.03589 -0.54248 -2.14405  -0.590
H -2.90970 -0.88652 -0.86224  0.291
H -1.62305 0.14483 -0.20221  0.039
H -2.74567 0.64971 -1.58906  0.247
H -0.04066 -0.58874 -1.70477  0.110
H -1.40496 -1.46862 -2.59200  0.237
H -0.98386 0.28894 -2.85248  0.247

The calculation puts the orbital gap at 12.70 eV. The net charge is 0. The energy relative to the best compared isomer or geometry (same formula, charge and spin) is 18.6 kcal/mol. As for the maximum force: 2.61 eV/A. Its molar mass is 60.14 g/mol. As for the SMILES: CC.CC.

Computed, not measured: 2 unconnected molecules or ions with the total composition C4H12 in a non-equilibrium geometry, with ωB97M-V with the def2-TZVPD basis set.

Last column: Mulliken charge in e.
Positions of all 16 atoms, in Å:
C -1.86355 0.27708 0.70090  -0.750
C -1.47790 0.67447 2.14256  -0.840
H -2.27948 -0.71761 0.71415  0.325
H -1.11749 0.53506 -0.03081  0.106
H -2.64728 0.97438 0.38390  0.297
H -0.54685 1.23768 2.25790  0.286
H -1.40136 -0.18829 2.79727  0.257
H -2.16570 1.43864 2.50620  0.292
C 1.36458 -0.76932 -0.75760  -0.319
C 1.97402 -0.21493 -2.06953  -0.826
H 1.83136 -0.36139 0.13861  0.289
H 1.27206 -1.85196 -0.74487  0.325
H 0.36885 -0.36080 -0.61802  -0.236
H 2.80923 0.45392 -1.87708  0.264
H 2.36412 -1.06563 -2.62310  0.243
H 1.18995 0.23919 -2.67299  0.287

The calculation puts the orbital gap at 12.36 eV. The net charge is 0. The energy relative to the best compared isomer or geometry (same formula, charge and spin) is 14.4 kcal/mol. As for the maximum force: 2.01 eV/A. Its molar mass is 60.14 g/mol. As for the SMILES: CC.CC.